No. 1
58
Properties=species:S:1:pos:R:3 method="wB97M-V/def2-TZVPD" smiles="CCN(CC(=O)Nc1ccc(N2CCOCC2)cc1)Cc1nc2ccccc2c(=O)[nH]1" e_lumo_ev=0.64 relative_energy_kcal_mol=25.6 multiplicity=1
C -6.8647 -0.1203 0.9652
H -7.9092 0.0489 0.7185
H -6.7696 -1.1199 1.3826
H -6.5686 0.6036 1.7211
C -6.0085 0.0263 -0.2954
N -4.5808 -0.1653 -0.1092
C -4.2088 -1.5179 0.2766
H -4.8833 -2.2126 -0.2263
C -2.7964 -1.7980 -0.2442
O -2.6021 -2.0980 -1.4014
N -1.8293 -1.6391 0.6943
C -0.4430 -1.5279 0.4978
C 0.1631 -1.6545 -0.7453
C 1.5208 -1.4450 -0.8808
C 2.3201 -1.1005 0.2115
C 1.6992 -1.0034 1.4613
C 0.3464 -1.2156 1.6008
H -0.1121 -1.1080 2.5740
H 2.2734 -0.7246 2.3310
N 3.6680 -0.7854 0.0848
C 4.2513 -0.6302 -1.2312
H 3.5442 -0.1168 -1.8825
C 5.5142 0.2300 -1.1090
O 6.4431 -0.3155 -0.2030
C 5.8607 -0.4590 1.0706
C 4.6268 -1.3600 1.0087
H 4.1898 -1.4579 2.0003
H 4.9391 -2.3595 0.6621
H 6.6281 -0.8955 1.7121
H 5.5705 0.5279 1.4632
H 6.0262 0.2951 -2.0704
H 5.2280 1.2404 -0.7792
H 4.5197 -1.6029 -1.6743
H 1.9526 -1.5585 -1.8614
H -0.4284 -1.9089 -1.6084
H -2.1232 -1.4057 1.6332
H -4.2694 -1.6791 1.3663
C -3.9426 0.8499 0.7027
C -2.5182 1.1112 0.2820
N -1.6622 1.4620 1.1719
C -0.3848 1.7567 0.7565
C 0.5621 2.1495 1.7073
C 1.8471 2.4489 1.3179
C 2.2214 2.3667 -0.0214
C 1.3027 1.9809 -0.9702
C -0.0052 1.6754 -0.5946
C -0.9896 1.2626 -1.5940
O -0.7988 1.1525 -2.7841
N -2.2441 1.0145 -1.0447
H -2.9695 0.6626 -1.6627
H 1.5601 1.9119 -2.0165
H 3.2316 2.6114 -0.3127
H 2.5739 2.7533 2.0570
H 0.2571 2.2105 2.7400
H -3.9391 0.6186 1.7802
H -4.4869 1.7908 0.5712
H -6.3353 -0.6986 -1.0452
H -6.1505 1.0253 -0.7175

***

No. 2
58
Properties=species:S:1:pos:R:3 method="wB97M-V/def2-TZVPD" smiles="[H]/N=c1/c(C(=O)NC2CCCCC2)cc2c(=O)n3ccccc3nc2n1C[C@H]1CCCO1" e_lumo_ev=-0.63 relative_energy_kcal_mol=13.3 multiplicity=1
N 1.4161 0.6839 0.5517
C 0.4240 -0.0955 0.3638
N -0.9153 0.3162 0.5163
C -1.9735 -0.5191 0.3445
N -3.2050 -0.0110 0.5351
C -4.2476 -0.7889 0.3883
N -4.1528 -2.1179 0.0359
C -5.2630 -2.8886 -0.1077
C -6.5084 -2.3897 0.0868
C -6.6540 -1.0322 0.4488
C -5.5478 -0.2552 0.5945
H -5.6060 0.7841 0.8720
H -7.6395 -0.6230 0.6073
H -7.3709 -3.0229 -0.0335
H -5.0555 -3.9127 -0.3852
C -2.8713 -2.7412 -0.1936
O -2.8407 -3.9112 -0.5052
C -1.7629 -1.8548 -0.0149
C -0.4347 -2.3048 -0.2009
C 0.6298 -1.4809 -0.0240
C 1.9823 -2.1004 -0.2607
O 2.0718 -3.2636 -0.6205
N 3.0298 -1.2970 -0.0476
C 4.3995 -1.7120 -0.2305
C 5.1803 -1.5939 1.0834
C 5.3620 -0.1365 1.4990
C 6.0591 0.6513 0.3943
C 5.2564 0.5722 -0.9004
C 5.0747 -0.8817 -1.3284
H 4.4719 -0.9330 -2.2370
H 6.0505 -1.3211 -1.5453
H 4.2800 1.0371 -0.7521
H 5.7708 1.1230 -1.6911
H 6.1764 1.6941 0.6971
H 7.0566 0.2370 0.2281
H 4.3883 0.3114 1.7062
H 5.9516 -0.0906 2.4174
H 4.6515 -2.1436 1.8642
H 6.1596 -2.0576 0.9480
H 4.3581 -2.7632 -0.5394
H 2.8176 -0.3433 0.2400
H -0.2649 -3.3317 -0.4903
C -1.1933 1.6945 0.8727
H -0.5231 2.0156 1.6758
H -2.2166 1.7335 1.2439
C -1.0495 2.6674 -0.3211
C -2.0962 2.4175 -1.4078
H -1.7495 2.8394 -2.3515
C -3.2934 3.2018 -0.8742
H -3.8755 2.5744 -0.1999
C -2.6272 4.3551 -0.1122
H -2.6208 5.2796 -0.6999
O -1.2725 3.9902 0.1220
H -3.1182 4.5573 0.8458
H -3.9449 3.5618 -1.6668
H -2.3100 1.3615 -1.5483
H -0.0285 2.6227 -0.7157
H 1.2142 1.6365 0.8223

***

No. 3
61
Properties=species:S:1:pos:R:3 method="wB97M-V/def2-TZVPD" smiles="COc1cccc(NC(=O)NC2CCN(Cc3nnnn3Cc3ccc4c(c3)OCO4)CC2)c1" e_lumo_ev=0.60 multiplicity=1
C 5.5378 3.0399 -0.9845
H 5.3457 2.6310 -1.9814
O 6.4820 2.2686 -0.2814
C 6.1994 0.9644 -0.0202
C 5.0178 0.3308 -0.3832
C 4.8195 -1.0121 -0.0633
C 5.8230 -1.7246 0.5852
C 6.9997 -1.0875 0.9380
C 7.1905 0.2484 0.6538
H 8.0997 0.7585 0.9261
H 7.7751 -1.6416 1.4446
H 5.6770 -2.7704 0.8093
N 3.6462 -1.6782 -0.4236
C 2.3536 -1.2182 -0.5329
O 1.4963 -1.9181 -1.0394
N 2.1205 0.0334 -0.0481
H 2.7715 0.3981 0.6312
C 0.7629 0.5348 0.0204
C 0.7443 2.0561 0.1297
C -0.7000 2.5520 0.1472
N -1.4295 1.9561 1.2557
C -1.4347 0.5078 1.1630
C -0.0148 -0.0370 1.2060
H -0.0407 -1.1258 1.1482
H 0.4668 0.2576 2.1405
H -2.0062 0.1110 2.0053
H -1.9080 0.1636 0.2301
C -2.7628 2.5095 1.4242
C -3.6430 2.4234 0.2201
N -3.5340 3.2038 -0.8337
N -4.4683 2.8261 -1.6928
N -5.1488 1.8647 -1.2328
N -4.6724 1.5648 -0.0185
C -5.2322 0.4678 0.7265
C -4.3834 -0.7746 0.5880
C -4.0664 -1.5375 1.6981
C -3.1907 -2.6201 1.6177
C -2.6288 -2.8823 0.3931
C -2.9755 -2.1387 -0.7417
C -3.8641 -1.0954 -0.6732
H -4.1248 -0.5266 -1.5515
O -2.2825 -2.6020 -1.8160
C -1.3843 -3.5723 -1.3077
O -1.7046 -3.8218 0.0513
H -1.4870 -4.5017 -1.8833
H -0.3526 -3.1913 -1.3789
H -2.9399 -3.2068 2.4849
H -4.4936 -1.2847 2.6570
H -5.3276 0.7522 1.7778
H -6.2298 0.3022 0.3070
H -2.6474 3.5711 1.6651
H -3.2357 2.0020 2.2692
H -0.7226 3.6363 0.2743
H -1.1676 2.3187 -0.8226
H 1.2685 2.5077 -0.7137
H 1.2411 2.3569 1.0546
H 0.2753 0.2166 -0.9080
H 3.7361 -2.6648 -0.6222
H 4.2599 0.8497 -0.9460
H 5.9815 4.0293 -1.0819
H 4.5934 3.1204 -0.4361

***

No. 4
56
Properties=species:S:1:pos:R:3 method="wB97M-V/def2-TZVPD" charge=-1 e_lumo_ev="2.65 / 2.64" multiplicity=3
C -2.0288 -1.6900 -0.1935
C -2.3211 -0.3477 -0.6490
C -1.4926 -0.0597 -1.7458
H -3.1041 0.2926 -0.2643
C -0.5624 -1.0954 -1.9093
C -0.8464 -2.1392 -0.9613
H 0.2272 -1.1047 -2.6558
C 0.0441 -0.3071 2.6725
C -1.1748 0.3614 2.1591
C -0.7501 1.5901 1.5308
H -2.1929 0.1178 2.4308
C 0.6531 1.6408 1.5355
C 1.1626 0.4726 2.1717
H -1.5452 0.8222 -2.3799
H -0.3898 -3.1208 -0.8820
H -2.5687 -2.2717 0.5521
H 2.2312 0.2808 2.3407
H -1.3650 2.3434 1.0082
H 0.0739 -1.1552 3.3683
Pt -0.2693 -1.2451 0.8928
C 1.5323 2.8041 1.0179
C 2.3527 3.3019 2.2135
C 0.6852 3.9952 0.5364
H 1.6204 3.6342 2.9759
H 2.9577 4.1629 1.9099
H 2.9915 2.5097 2.6361
H 0.0456 4.3497 1.3600
H 0.0722 3.7163 -0.3411
H 1.3889 4.8023 0.2466
C 2.4781 2.3231 -0.1490
C 1.9124 2.4502 -1.5510
H 2.7908 1.2455 -0.0474
H 3.3524 2.9957 -0.1508
O 0.6967 2.3334 -1.7874
N 2.7845 2.7356 -2.5564
C 2.5249 2.2956 -3.9235
H 3.7589 2.7954 -2.3269
C 1.0767 2.5370 -4.3183
C 0.3478 1.5295 -4.9588
H 0.8374 0.5682 -5.1570
C -0.9861 1.7392 -5.2911
H -1.5522 0.9510 -5.7875
C -1.6143 2.9534 -4.9850
H -2.6710 3.1231 -5.2564
C -0.8858 3.9435 -4.3111
H -1.3660 4.8719 -4.0179
C 0.4546 3.7423 -3.9931
H 1.0055 4.5019 -3.4624
H 2.7394 1.2163 -3.9030
H 3.2327 2.7497 -4.6423
B 2.5089 -3.5709 1.1648
C 2.1331 -2.2026 0.5344
N 1.7859 -1.1767 0.0727
H 3.6582 -3.7915 0.8326
H 1.7108 -4.3498 0.6944
H 2.3807 -3.4250 2.3616

***

What is the multiplicity in the third record? 1

***

The highest multiplicity belongs to which entry? C23H28BN2OPt